Density functional theory data (ωB97M-V/def2-TZVPD) for a 2-piece molecular cluster, C11H18NO overall.

Output
Charge: +1
Largest force on an atom: 4.81 eV/Å
LUMO level (alpha / beta): -4.21 / -4.20 eV
HOMO (alpha / beta): -11.7 / -11.7 eV
ΔE to the lowest compared entry with this formula, charge and spin: 345.50 kJ/mol
Kohn-Sham gap (alpha / beta): 0.27418 / 0.27431 Ha

Geometry as XYZ:
```
31
Properties=species:S:1:pos:R:3:forces:R:3:nbo_charge:R:1
C 4.2277 1.1441 -0.1523 -1.42 -0.31 1.83 -0.1985
C 3.8383 -0.1366 0.3535 -0.52 1.99 -1.69 -0.1728
C 3.3594 2.1969 -0.0003 -0.24 0.10 -1.16 -0.1794
C 2.5382 -0.2885 0.7751 -0.14 0.61 1.59 -0.3025
C 2.0639 2.0640 0.4775 0.60 -0.79 1.12 -0.2926
C 1.6355 0.8431 0.9985 1.34 -2.09 -1.36 0.3138
C -2.0330 0.8770 0.5107 2.98 -0.18 -1.12 -0.7116
C -0.1538 0.9134 -1.3046 -1.07 0.14 0.54 -0.7614
C -1.2602 -1.6831 1.3202 4.19 -1.99 -1.26 -0.4106
C -1.6573 -1.8374 -1.0810 -4.21 -1.17 0.57 -0.4203
C -0.8770 0.2819 -0.1795 2.25 -0.03 0.90 0.5921
N -0.8494 -1.2314 -0.0840 1.21 1.39 2.16 -0.4292
O 0.4330 0.5619 1.4381 -1.42 0.31 -1.48 -0.6298
H 5.1884 1.4830 -0.3904 1.55 -0.55 -0.78 0.2291
H 4.4896 -0.9497 0.1822 0.59 -0.91 0.37 0.2263
H 3.6283 3.1543 -0.4287 0.21 0.14 0.36 0.2232
H 2.2913 -1.2153 1.2955 -0.29 -0.04 -0.41 0.2114
H 1.5569 2.9500 0.6954 -1.28 1.18 -0.01 0.2305
H -1.9697 1.8890 0.2728 -0.25 1.83 0.25 0.2541
H -1.7588 0.6084 1.4686 -0.47 0.40 2.59 0.2658
H -2.9128 0.4785 0.2064 -2.94 -1.24 -0.88 0.2330
H 0.0914 0.1380 -2.0331 -0.12 0.59 -0.55 0.2438
H 0.8318 1.2817 -0.9389 0.05 -0.05 0.09 0.3123
H -0.6983 1.8594 -1.6268 0.63 -1.55 -0.13 0.2751
H -2.1748 -1.4136 1.6132 -3.62 1.66 0.49 0.2210
H -1.3266 -2.7821 1.2648 0.66 0.35 0.23 0.2287
H -0.4920 -1.2471 1.9687 -0.28 -0.62 0.04 0.2830
H -1.6410 -1.2550 -1.9532 -0.09 0.50 -1.35 0.2339
H -1.2816 -2.8089 -1.2266 0.34 -1.26 -0.58 0.2366
H -2.7768 -1.9871 -0.7007 2.40 0.63 -0.86 0.2376
H 0.1220 -1.6009 -0.2412 -0.63 0.95 0.46 0.4574
```
Positions in Å, forces in eV/Å.

Density functional theory data (ωB97M-V/def2-TZVPD) for a 9-piece molecular cluster, C36H45N9 overall.

Output
SMILES string: c1cc[nH]c1.c1cc[nH]c1.c1cc[nH]c1.c1cc[nH]c1.c1cc[nH]c1.c1cc[nH]c1.c1cc[nH]c1.c1cc[nH]c1.c1cc[nH]c1
Charge: 0
Largest force on an atom: 3.91 eV/Å
LUMO level: 0.60 eV
HOMO: -7.8 eV
ΔE to the lowest compared entry with this formula, charge and spin: 259.24 kJ/mol
Kohn-Sham gap: 0.30847 Ha

Geometry as XYZ:
```
90
Properties=species:S:1:pos:R:3:forces:R:3:lowdin_charge:R:1
C -2.0245 3.2624 0.9890 1.20 0.27 -0.63 -0.1446
C -3.2251 3.3324 1.6467 -3.67 -1.19 -0.63 -0.1182
C -4.2203 2.9188 0.7149 0.61 0.06 -0.15 -0.1096
N -3.5964 2.6715 -0.4996 0.33 0.70 1.28 0.0184
C -2.2777 2.9449 -0.3285 1.39 -0.82 -0.20 -0.1586
H -1.0671 3.3790 1.4751 0.06 0.24 -0.39 0.0819
H -3.4667 3.5206 2.6824 0.29 0.13 -0.06 0.0873
H -5.2824 2.7239 0.7320 0.05 0.25 0.53 0.0958
H -3.9882 2.3201 -1.3616 -0.15 0.18 0.41 0.1483
H -1.5439 2.7139 -1.0865 -0.14 0.12 -0.11 0.1077
C 3.3530 -3.5275 -5.1312 -0.91 0.19 2.97 -0.1351
C 3.8203 -3.7124 -6.4086 0.22 0.89 -1.22 -0.1155
C 4.6955 -2.6915 -6.5833 2.61 0.72 -1.36 -0.1665
N 4.9033 -1.9815 -5.4381 -1.03 -0.42 0.16 0.0070
C 4.0219 -2.4622 -4.5003 -0.24 -0.74 -0.80 -0.1110
H 2.5882 -4.1578 -4.7020 0.05 0.19 0.31 0.0781
H 3.4980 -4.3744 -7.1987 -0.02 -0.08 0.31 0.1034
H 5.3327 -2.4507 -7.4214 -0.13 -0.14 -0.15 0.1072
H 5.6194 -1.2918 -5.2597 -0.30 -0.14 -0.32 0.1433
H 3.9466 -1.9349 -3.5607 -0.19 -0.51 0.11 0.0915
C -6.4753 -1.0923 0.3151 -0.29 0.43 -0.65 -0.1249
C -5.3147 -1.7192 -0.1874 0.18 -0.29 -0.36 -0.1101
C -4.3183 -1.4658 0.7324 1.51 -2.00 -1.82 -0.1918
N -4.7902 -0.7784 1.7354 -1.73 1.66 0.88 0.0443
C -6.1099 -0.4582 1.4490 0.44 0.50 2.12 -0.1381
H -7.4564 -1.0042 -0.1276 0.13 -0.16 -0.10 0.0947
H -5.2656 -2.2650 -1.1180 0.23 -0.06 0.15 0.0753
H -3.2823 -1.7636 0.7980 0.00 -0.19 -0.39 0.0837
H -4.2205 -0.4910 2.5184 -0.28 0.37 0.17 0.1056
H -6.6457 0.1984 2.1185 -0.11 -0.20 -0.05 0.1074
C 2.8347 4.7879 0.8323 -0.17 1.32 -0.12 -0.1185
C 1.4775 4.5528 0.4170 1.43 -0.37 -0.94 -0.0913
C 1.1450 5.6130 -0.4156 -1.54 -0.40 0.96 -0.1407
N 2.0995 6.5535 -0.2949 0.97 0.62 -0.77 -0.0114
C 3.1661 6.0519 0.3674 0.36 -0.38 0.95 -0.1486
H 3.5082 4.1971 1.4355 -0.29 -0.20 -0.03 0.0891
H 1.0159 3.5871 0.5606 -0.41 0.24 -0.22 0.0654
H 0.2709 5.8383 -1.0086 -0.12 -0.24 0.25 0.1074
H 2.0899 7.5057 -0.6316 -0.25 -0.42 -0.24 0.1527
H 4.0402 6.6751 0.4847 0.03 -0.24 0.15 0.1071
C -3.7110 0.8364 4.3547 -0.46 1.06 0.85 -0.1524
C -3.9913 0.0343 5.5301 2.62 -0.24 -2.34 -0.0672
C -2.8296 -0.7243 5.5836 -0.36 -0.98 1.49 -0.1587
N -1.8720 -0.4150 4.6286 -2.33 0.73 0.87 0.0596
C -2.4321 0.6011 3.8969 -0.49 -0.28 -0.56 -0.1463
H -4.3321 1.6599 4.0344 0.01 -0.08 -0.33 0.0816
H -4.8706 -0.0488 6.1516 0.21 0.10 -0.11 0.0907
H -2.7073 -1.4737 6.3515 0.63 -0.22 -0.24 0.0970
H -1.0294 -0.9256 4.4063 0.07 -0.02 0.16 0.0888
H -1.9439 1.0273 3.0329 0.05 0.03 0.11 0.0957
C 6.8851 1.2364 -0.9413 -0.18 -0.09 -0.26 -0.1180
C 6.1328 2.1582 -0.1561 -1.54 0.66 -1.62 -0.0920
C 4.9192 2.3652 -0.8530 0.50 -1.14 0.78 -0.1348
N 4.8712 1.4630 -1.8831 1.22 0.49 -0.25 -0.0062
C 6.1089 0.8456 -2.0217 -1.12 0.05 0.76 -0.1360
H 7.8983 0.9282 -0.7298 -0.12 -0.12 -0.08 0.0865
H 6.4106 2.7042 0.7333 0.18 -0.14 -0.13 0.0843
H 4.0440 2.9780 -0.6954 0.23 0.09 0.36 0.0825
H 4.1131 1.3586 -2.5422 0.17 0.19 0.21 0.1404
H 6.1686 0.1193 -2.8188 0.60 0.00 0.21 0.0871
C 0.6210 0.4769 0.9440 0.15 0.77 0.24 -0.1393
C 1.8607 0.3297 0.2499 -0.40 -0.96 -0.57 -0.0912
C 1.5875 -0.5224 -0.7978 -1.05 -0.37 -1.00 -0.1273
N 0.2262 -0.8418 -0.8157 1.39 1.30 1.07 0.0396
C -0.3383 -0.1966 0.2538 -0.75 -0.38 -0.92 -0.1766
H 0.4123 1.0478 1.8367 0.17 0.10 -0.06 0.0888
H 2.8435 0.7507 0.4029 -0.17 0.04 0.37 0.0801
H 2.1440 -0.8619 -1.6589 0.43 0.01 0.31 0.0908
H -0.2618 -1.4341 -1.4723 0.24 0.05 0.05 0.0878
H -1.4170 -0.1916 0.3067 0.04 -0.06 0.54 0.1034
C 0.2352 -2.5210 2.4711 0.09 1.15 0.95 -0.0989
C 0.7884 -2.2532 3.7863 -0.15 -0.57 -1.13 -0.0946
C -0.0076 -2.9227 4.6858 0.60 -0.16 0.68 -0.1921
N -1.0183 -3.5219 4.0278 -1.00 0.53 -2.42 0.0096
C -0.9513 -3.1591 2.6458 0.19 -1.24 1.36 -0.1023
H 0.6780 -2.1039 1.5787 -0.35 -0.12 -0.05 0.0747
H 1.6646 -1.6273 3.8697 -0.03 -0.24 0.63 0.0984
H -0.0064 -3.0724 5.7554 0.52 0.26 0.01 0.1163
H -1.6497 -4.2154 4.4028 0.03 0.45 0.01 0.1465
H -1.7661 -3.3669 1.9681 0.21 -0.37 0.07 0.0899
C -0.3861 -3.5581 -2.1583 -1.40 0.75 0.96 -0.1260
C -0.2145 -3.1916 -3.4886 0.02 -1.20 -1.87 -0.1200
C -1.4565 -2.9542 -4.0764 0.97 0.30 1.24 -0.0991
N -2.3384 -2.9170 -3.0233 -0.66 -0.33 -0.12 0.0061
C -1.7278 -3.2747 -1.8533 1.27 -0.68 -0.16 -0.1384
H 0.3712 -3.9789 -1.5135 -0.10 0.35 0.17 0.1058
H 0.7155 -3.3334 -4.0192 -0.15 0.17 -0.18 0.0666
H -1.7237 -2.9043 -5.1216 -0.16 0.38 0.27 0.1085
H -3.3420 -2.8270 -3.0915 0.25 0.14 -0.12 0.1440
H -2.2308 -3.3076 -0.8982 -0.22 -0.07 -0.25 0.0983
```
Positions in Å, forces in eV/Å.

Density functional theory data (ωB97M-V/def2-TZVPD) for a 2-piece molecular cluster, C3H10OS2 overall.

Output
SMILES string: CCCSS.O
Charge: 0
Largest force on an atom: 1.20 eV/Å
LUMO level: 0.59 eV
HOMO: -9.0 eV
ΔE to the lowest compared entry with this formula, charge and spin: 13.42 kJ/mol
Kohn-Sham gap: 0.35138 Ha

Geometry as XYZ:
```
16
Properties=species:S:1:pos:R:3:forces:R:3:nbo_charge:R:1
C -1.4633 1.3935 -0.5054 0.85 -0.21 -0.09 -0.6096
C -1.1382 -0.1211 -0.4258 -0.52 0.58 0.02 -0.4158
C 0.3050 -0.4675 -0.0071 -0.62 0.18 0.41 -0.5455
S 0.4603 -2.2619 -0.1087 0.49 -0.64 -0.13 0.0951
S -0.9326 -3.0169 1.1960 0.03 0.17 -0.05 -0.1402
H -1.0248 1.8753 0.3847 -0.25 0.06 -0.36 0.2042
H -2.5352 1.6494 -0.5518 0.43 -0.39 0.01 0.2141
H -0.9662 1.7959 -1.4040 -0.22 0.14 0.40 0.2044
H -1.8370 -0.5627 0.3105 0.45 0.01 -0.36 0.2057
H -1.3230 -0.6111 -1.4011 -0.02 0.23 0.43 0.2045
H 1.0964 -0.0659 -0.6688 -0.47 -0.17 0.17 0.2454
H 0.5500 -0.1688 1.0303 -0.26 0.10 -0.51 0.2143
H -2.0235 -2.9968 0.4011 0.15 -0.02 0.05 0.1216
O 3.3526 1.2330 0.2799 0.75 -0.15 0.92 -0.9449
H 3.3117 0.5726 1.0082 0.10 0.70 -0.75 0.4724
H 4.1678 1.7531 0.4621 -0.87 -0.58 -0.17 0.4743
```
Positions in Å, forces in eV/Å.

Q: The highest largest force on an atom belongs to which entry?
A: C11H18NO

Q: Look up the charge of the third one.
A: 0